# 1
C28H40AlBeBr5Cl5F4NO13S | ωB97M-V with the def2-TZVPD basis set

```
99
Properties=species:S:1:pos:R:3:lowdin_charge:R:1
C 2.594 -1.536 2.429 -0.024
O 1.662 -0.544 2.025 -0.105
C 2.226 0.481 1.241 -0.114
C 1.175 1.054 0.291 -0.218
C 1.854 1.933 -0.807 -0.155
C 1.218 3.336 -0.787 -0.177
C 1.720 4.159 0.416 -0.137
O 0.597 4.783 1.045 -0.016
C 0.900 5.618 2.093 -0.554
O 1.337 6.698 1.866 0.201
O 0.711 5.259 3.379 0.072
C -0.081 4.087 3.597 -0.178
C -1.523 4.179 3.150 -0.145
C -2.291 2.902 3.549 -0.127
C -1.476 1.630 3.243 -0.097
N -1.954 0.733 2.177 -0.089
C -3.009 0.766 1.348 -0.188
C -2.976 -0.373 0.550 -0.270
C -1.795 -1.105 0.942 -0.144
C -1.220 -0.356 1.936 -0.173
H 3.293 -1.806 1.626 0.196
H 2.032 -2.432 2.681 -0.013
H 3.193 -1.210 3.287 0.152
H 2.559 1.302 1.898 0.161
H 3.078 0.156 0.633 0.159
H 0.649 0.194 -0.149 0.091
H 0.441 1.661 0.839 0.067
H 2.920 2.028 -0.577 0.127
H 1.776 1.471 -1.793 0.128
H 0.130 3.215 -0.678 -0.008
H 1.449 3.824 -1.729 0.101
H 2.457 4.859 0.017 0.123
H 2.214 3.515 1.155 0.122
H 0.436 3.292 3.045 0.090
H -0.006 3.822 4.654 0.148
H -1.658 4.411 2.090 0.121
H -1.986 5.018 3.685 0.141
H -2.474 2.929 4.625 0.127
H -3.282 2.945 3.092 0.117
H -1.502 1.023 4.154 0.140
H -0.424 1.832 3.048 0.087
H -3.733 1.567 1.348 0.138
H -3.704 -0.632 -0.187 0.020
H -1.432 -2.037 0.563 0.061
H -0.279 -0.641 2.438 0.081
C 0.337 -4.663 5.221 -1.543
Br 2.220 -4.654 5.600 0.654
Br -0.149 -3.246 3.994 0.830
Br -0.261 -6.379 4.595 0.751
H -0.179 -4.465 6.150 -0.001
Al -1.687 1.548 -0.794 1.163
C -3.340 -4.214 -1.535 -0.851
Cl -2.102 -4.537 -2.775 0.521
Cl -3.274 -2.549 -0.920 0.696
H -4.318 -4.387 -1.972 0.055
H -3.168 -4.900 -0.714 -0.003
C -4.317 -2.360 -6.798 -0.697
F -5.504 -1.797 -6.603 0.139
F -4.010 -2.233 -8.082 0.141
F -3.415 -1.666 -6.090 0.102
S -4.332 -4.125 -6.291 0.446
O -5.332 -4.755 -7.113 -0.263
O -4.670 -4.115 -4.882 -0.322
O -2.989 -4.609 -6.545 -0.336
O -1.915 -7.677 0.903 -0.394
Cl -2.793 -7.988 -0.189 0.628
O -3.776 -8.941 0.209 -0.320
O -2.023 -8.515 -1.289 -0.380
O -3.452 -6.770 -0.612 -0.415
F -0.570 -4.092 -5.025 -0.432
Be 1.259 -2.020 2.254 0.367
Br -0.199 -5.560 -4.121 1.281
C -0.202 -6.801 -5.638 -0.431
C 0.100 -8.190 -5.138 -0.638
Br 1.990 -8.391 -4.743 0.674
H 0.515 -6.426 -6.365 0.091
H -1.208 -6.737 -6.059 0.099
H -0.123 -8.913 -5.920 0.087
H -0.446 -8.456 -4.234 0.069
C 3.075 8.611 -3.177 0.042
C 2.944 7.548 -2.389 0.024
C 3.163 6.178 -2.907 -0.361
O 3.040 5.205 -2.182 0.044
C 3.534 6.031 -4.332 0.018
C 3.666 7.092 -5.123 0.041
C 3.447 8.468 -4.608 -0.373
O 3.568 9.433 -5.325 0.145
H 2.919 9.621 -2.819 0.131
H 2.674 7.632 -1.343 0.122
H 3.691 5.020 -4.688 0.120
H 3.937 7.005 -6.168 0.131
Cl 3.914 -0.914 6.063 0.583
C 2.609 0.295 5.981 -0.670
C 1.827 0.383 7.268 -0.639
Cl 0.856 -1.081 7.567 0.559
H 1.965 0.037 5.140 0.035
H 3.080 1.255 5.771 0.080
H 1.131 1.219 7.218 0.076
H 2.480 0.533 8.123 0.084
```

Output
net charge	+2
multiplicity	1
HOMO-LUMO gap	1.46	eV
total energy	-18348.107099	hartree
highest occupied orbital energy	-11.192	eV


# 2
C58H41Cl5I2N3O4P2S3Ti | ωB97M-V with the def2-TZVPD basis set

```
119
Properties=species:S:1:pos:R:3:lowdin_charge:R:1
Ti -1.846 2.060 0.892 0.948
O 0.471 0.775 -2.320 -0.538
S 0.570 -0.733 -2.076 0.926
C 0.148 -1.329 -3.679 -0.393
C -0.029 -0.362 -4.638 -0.070
C -0.313 -0.736 -5.888 -0.087
C -0.304 -2.012 -6.276 -0.077
C -0.127 -3.000 -5.367 -0.077
C 0.036 -2.701 -3.980 -0.356
P 0.100 -3.934 -2.657 1.093
C 1.736 -4.620 -3.060 -0.441
C 2.248 -4.753 -4.333 -0.104
C 3.447 -5.493 -4.570 -0.065
C 4.055 -6.162 -3.517 -0.092
C 3.489 -6.042 -2.239 -0.090
C 2.380 -5.242 -1.960 -0.102
C -0.974 -5.282 -3.343 -0.323
C -2.368 -5.029 -3.566 -0.134
C -3.120 -5.879 -4.286 -0.100
C -2.659 -7.097 -4.703 -0.072
C -1.346 -7.477 -4.425 -0.054
C -0.502 -6.551 -3.781 -0.071
C 2.305 -1.261 -1.897 -0.328
C 3.153 -1.928 -2.775 -0.066
C 4.445 -2.274 -2.421 -0.034
C 4.967 -1.901 -1.167 -0.045
C 4.204 -1.235 -0.225 -0.050
C 2.857 -1.018 -0.593 -0.337
P 1.692 -0.143 0.545 1.183
C 1.616 -1.131 1.974 -0.411
C 2.164 -0.862 3.217 -0.073
C 2.246 -1.855 4.195 -0.052
C 1.914 -3.161 3.848 -0.072
C 1.247 -3.412 2.660 -0.060
C 1.093 -2.383 1.714 -0.122
C 2.015 1.670 0.617 -0.190
C 2.023 3.549 2.218 -0.223
C 2.730 4.545 1.273 0.023
C 3.127 4.459 0.000 -0.082
C 3.079 3.343 -0.891 0.038
C 2.798 2.034 -0.455 -0.093
H 0.048 0.653 -4.279 0.106
H -0.476 0.018 -6.626 0.117
H -0.467 -2.225 -7.347 0.134
H -0.311 -4.039 -5.596 0.109
H 1.789 -4.369 -5.263 0.105
H 3.891 -5.624 -5.587 0.119
H 4.864 -6.857 -3.735 0.107
H 3.965 -6.701 -1.484 0.113
H 1.951 -5.206 -0.918 0.115
H -2.805 -4.165 -3.105 0.024
H -4.143 -5.500 -4.368 0.121
H -3.230 -7.710 -5.280 0.076
H -0.923 -8.375 -4.871 0.109
H 0.524 -6.858 -3.692 0.091
H 2.736 -2.294 -3.710 0.103
H 5.046 -2.813 -3.136 0.115
H 5.959 -2.216 -0.890 0.110
H 4.424 -1.068 0.815 0.113
H 2.476 0.129 3.394 0.059
H 2.688 -1.730 5.241 0.138
H 2.096 -3.956 4.566 0.112
H 0.901 -4.390 2.294 0.117
H 0.712 -2.693 0.763 0.094
H 1.395 4.247 2.784 0.166
H 2.914 5.479 1.807 0.126
H 3.524 5.423 -0.394 0.111
H 3.494 3.623 -1.856 0.126
H 3.149 1.257 -1.088 0.085
C -5.229 8.333 4.076 -0.028
C -4.754 6.904 3.700 -0.242
C -4.001 6.688 2.544 -0.015
C -3.578 5.414 2.170 0.012
C -4.106 4.365 2.994 -0.285
C -4.804 4.594 4.105 -0.064
C -5.156 5.874 4.499 -0.013
S -3.899 2.705 2.512 0.667
O -3.838 2.713 1.022 -0.370
O -4.845 1.855 3.142 -0.213
N -2.379 2.334 2.668 -0.245
C -1.491 2.376 3.770 -0.289
C -1.899 2.352 5.071 -0.009
C -0.935 2.418 6.060 -0.084
C 0.343 2.360 5.736 -0.080
C 0.775 2.265 4.454 -0.132
C 2.235 2.260 4.215 -0.065
C 2.830 2.813 3.202 -0.057
C 1.145 2.651 1.338 -0.314
N -0.097 2.124 1.959 -0.018
C -0.182 2.261 3.375 -0.174
H -6.243 8.258 4.464 0.071
H -5.325 8.971 3.155 0.096
H -4.611 8.735 4.889 0.087
H -3.648 7.509 1.984 0.105
H -3.074 5.241 1.231 0.110
H -5.172 3.766 4.667 0.115
H -5.759 6.130 5.329 0.116
H -2.968 2.289 5.298 0.125
H -1.195 2.379 7.134 0.130
H 1.089 2.379 6.544 0.137
H 2.818 1.734 4.961 0.124
H 3.836 2.675 3.072 0.101
H 0.867 3.342 0.505 0.100
Cl -2.960 0.981 -1.598 0.792
C -2.642 -0.375 -0.607 -0.718
C -2.088 -0.052 0.626 -0.241
C -2.026 -1.039 1.603 -0.710
Cl -1.606 -0.784 3.228 0.823
C -2.429 -2.306 1.253 -0.694
Cl -2.516 -3.494 2.495 0.702
C -2.970 -2.681 0.009 -0.702
Cl -3.717 -4.170 -0.288 0.757
C -3.097 -1.642 -0.928 -0.708
Cl -3.900 -1.837 -2.413 0.752
I 2.615 8.543 -2.282 -0.027
I 3.897 10.571 -3.175 0.035
O -2.287 4.533 -2.127 -0.500
S -0.985 4.009 -1.676 0.786
N -1.000 3.199 -0.468 -0.494
```

Output
energy above the lowest of the compared OMol25 structures with the same formula, charge and spin	4.4602	eV
net charge	+1
multiplicity	1
HOMO-LUMO gap	5.48	eV
total energy	-8322.736123	hartree
highest occupied orbital energy	-10.165	eV


# 3
CH2ClO2P | ωB97M-V with the def2-TZVPD basis set

```
7
Properties=species:S:1:pos:R:3:lowdin_charge:R:1
C -1.201 -0.071 -0.249 -1.016
O -1.161 1.107 -0.214 0.041
O -0.003 -0.895 0.038 -0.502
P 1.577 -0.200 -0.029 0.831
Cl -2.468 -1.020 -0.664 0.857
H 1.970 -0.048 1.389 -0.087
H 1.286 1.127 -0.271 -0.124
```

Output
energy above the lowest of the compared OMol25 structures with the same formula, charge and spin	0.8505	eV
multiplicity	1
HOMO-LUMO gap	10.24	eV
SMILES	O=C(Cl)OP
total energy	-991.309205	hartree
highest occupied orbital energy	-9.716	eV


> total energy of number 1 (C28H40AlBeBr5Cl5F4NO13S)?

-18348.107099 hartree


> Which of these has the highest HOMO-LUMO gap?

CH2ClO2P


> Look up the highest occupied orbital energy of the first one.

-11.192 eV